Below is an isolated molecule of C5H9NO2, with properties calculated with ωB97M-V/def2-TZVPD.

CARTESIAN COORDINATES (ANGSTROEM)
1 C -1.253 0.308 0.281
2 C -0.563 1.230 -0.590
3 C 1.164 0.008 0.410
4 C 1.236 -1.162 -0.622
5 C -0.187 -0.618 0.923
6 H -1.310 -1.176 -0.749
7 H -1.731 0.779 1.205
8 H -0.183 0.984 -1.780
9 H -1.097 2.067 -1.002
10 H 0.769 1.936 1.001
11 H 1.974 0.505 1.070
12 H 1.083 -1.015 -1.704
13 H 2.001 -2.005 -0.267
14 H -0.462 -0.786 1.981
15 N 0.776 1.336 0.031
16 O -2.119 -0.688 -0.158
17 O -0.099 -1.701 -0.030

* ΔE to the lowest compared entry with this formula, charge and spin: 5.794 eV
* SMILES string: O[C@@H]1CN[C@@H]2CO[C@H]12
* HOMO-LUMO gap: 9.816 eV
* energy: -400.96385 Ha
* spin multiplicity: 1
* net charge: 0

Below is the ion C10H14F2N with charge +1, with properties calculated with ωB97M-V/def2-TZVPD.

CARTESIAN COORDINATES (ANGSTROEM)
1 C -0.850 1.250 2.035
2 C 0.409 1.188 1.667
3 C -2.419 -0.355 0.887
4 C -2.491 -1.377 1.755
5 C -2.113 1.040 1.196
6 C -0.108 0.843 -0.959
7 C 0.924 0.947 0.246
8 C 0.347 -0.252 -0.467
9 C 2.249 1.585 -0.143
10 C 0.167 -2.383 -1.858
11 N 0.222 -1.689 -0.504
12 F -2.388 -0.608 -0.503
13 F -2.609 -2.742 1.375
14 H -1.094 1.488 3.174
15 H 1.258 1.392 2.361
16 H -2.929 1.447 1.699
17 H -1.920 1.411 0.245
18 H -2.318 -1.244 2.757
19 H -0.711 1.509 -1.557
20 H 2.527 1.331 -1.125
21 H 3.212 1.195 0.469
22 H 2.186 2.558 0.087
23 H -0.427 -3.239 -1.937
24 H -0.302 -1.715 -2.585
25 H 1.204 -2.530 -2.339
26 H 1.148 -1.953 -0.229
27 H -0.559 -1.824 0.145

* <S²>: 2.009
* ΔE to the lowest compared entry with this formula, charge and spin: 2.416 eV
* HOMO-LUMO gap (spin up / spin down): 5.848 / 7.510 eV
* energy: -643.29811 Ha
* spin multiplicity: 3
* net charge: +1

Below is an isolated molecule of C12H16N2O6S, with properties calculated with ωB97M-V/def2-TZVPD.

CARTESIAN COORDINATES (ANGSTROEM)
1 C 0.359 1.982 -5.885
2 C 0.350 0.856 -4.875
3 O -0.051 -0.256 -5.119
4 N 0.857 1.250 -3.662
5 C 0.985 0.521 -2.485
6 C 1.582 1.152 -1.391
7 C 1.709 0.490 -0.189
8 C 1.245 -0.806 -0.082
9 C 0.668 -1.453 -1.157
10 C 0.541 -0.797 -2.366
11 H 0.091 -1.286 -3.213
12 H 0.333 -2.472 -1.038
13 S 1.261 -1.618 1.498
14 O 2.102 -0.913 2.417
15 O 1.416 -3.032 1.341
16 N -0.314 -1.423 2.069
17 H -0.966 -1.940 1.496
18 C -0.727 -0.069 2.400
19 C -1.458 -0.086 3.765
20 C -0.480 -0.409 4.885
21 H -1.020 -0.568 5.815
22 H 0.221 0.409 5.018
23 H 0.085 -1.303 4.630
24 H -1.935 0.886 3.936
25 O -2.525 -1.024 3.717
26 H -2.131 -1.906 3.748
27 H 0.183 0.530 2.476
28 C -1.614 0.469 1.269
29 O -1.202 1.201 0.411
30 O -2.855 -0.003 1.272
31 H -3.050 -0.487 2.110
32 H 2.165 0.958 0.669
33 H 1.930 2.171 -1.484
34 H 1.164 2.211 -3.593
35 H 1.374 2.342 -6.042
36 H -0.040 1.619 -6.828
37 H -0.256 2.807 -5.531

* ΔE to the lowest compared entry with this formula, charge and spin: 0.014 eV
* SMILES string: CC(=O)Nc1ccc(S(=O)(=O)N[C@@H](C(=O)O)[C@H](C)O)cc1
* HOMO-LUMO gap: 9.474 eV
* energy: -1426.05047 Ha
* spin multiplicity: 1
* net charge: 0